ORCA calculation (ωB97M-V/def2-TZVPD) on one molecule with the formula C20H15N3O4S.

Positions of all 43 atoms, in Å:
C1 -0.203 0.643 -1.537
C2 0.665 4.548 0.604
H1 -3.719 1.893 0.888
N1 1.226 -0.663 -2.773
C3 -0.721 -1.375 1.316
C4 -0.890 -2.605 0.683
C5 1.666 -1.498 0.938
O1 -1.932 1.471 -0.054
O2 3.194 0.043 1.862
H2 0.092 -4.258 -0.237
H3 4.732 -0.279 -0.050
C6 1.847 4.016 1.040
C7 -3.270 1.433 0.030
O3 -2.080 -3.214 0.475
H4 -3.268 -2.427 1.986
C8 2.136 -0.452 -1.814
H5 -4.845 0.613 -1.238
C9 0.237 -3.295 0.224
C10 0.075 3.561 -0.205
C11 1.495 -2.751 0.346
C12 0.545 -0.842 1.446
H6 -1.565 -0.825 1.702
C13 0.922 1.224 -0.874
C14 -2.714 0.393 -1.846
N2 0.058 -0.176 -2.549
C15 -1.585 0.840 -1.200
C16 2.956 -0.784 1.013
H7 2.345 -3.312 -0.010
H8 4.588 -2.007 0.335
H9 -2.733 -0.143 -2.771
O4 2.028 2.793 0.551
C17 0.948 2.493 -0.203
C18 -3.806 0.786 -1.045
H10 -4.073 -3.238 0.620
H11 -3.394 -1.607 0.401
C19 4.044 -1.123 -0.003
S1 3.489 -1.528 -1.695
H12 0.269 5.516 0.832
H13 2.610 4.406 1.685
N3 2.057 0.547 -0.959
H14 -0.852 3.633 -0.735
C20 -3.259 -2.571 0.901
H15 0.684 0.118 1.922

Results
E_tot: -1634.46705 Ha
M: 393.424 g/mol
energy relative to the best compared isomer or geometry (same formula, charge and spin): 0.00 kJ/mol
net charge: 0
orbital gap: 0.2754 hartree
spin multiplicity: 1
SMILES string: COc1ccc(C(=O)CSc2nnc(-c3ccco3)c(-c3ccco3)n2)cc1
strongest force on any atom: 1.65 eV/Å

These are the Löwdin partial charges, in e, on atoms 1 to 6: number 1, C, carries -0.137; number 2, C, carries -0.041; number 3, H, carries 0.124; number 4, N, carries 0.043; number 5, C, carries -0.004; number 6, C, carries -0.263